{"formula": "C20H16BClF6O11S", "method": "ωB97M-V with the def2-TZVPD basis set", "e_tot_ha": -3081.925144, "homo_lumo_gap_ev": 6.45, "total_charge": 0, "elements": ["C", "C", "C", "Cl", "S", "C", "C", "C", "C", "C", "C", "C", "C", "C", "O", "C", "F", "F", "C", "F", "F", "C", "F", "F", "C", "O", "O", "H", "H", "H", "H", "H", "H", "H", "H", "H", "H", "H", "H", "H", "H", "H", "H", "B", "O", "C", "O", "C", "O", "O", "O", "C", "O", "C", "O", "O"], "positions_angstrom": [[-4.752539, 0.776250, 0.967031], [-3.556703, 1.018016, 1.905866], [-2.692901, 2.245580, 1.601479], [-3.561973, 3.562125, 0.833702], [-1.210658, 1.956250, 0.565809], [-1.768967, 0.856316, -0.762583], [-0.566313, 0.191326, -1.438301], [-0.610335, -1.314557, -1.452825], [-1.777669, -2.042891, -1.656337], [-1.786942, -3.436311, -1.667829], [-0.595014, -4.131330, -1.487773], [0.581656, -3.413048, -1.316359], [0.585881, -2.023019, -1.283062], [0.033245, 0.932460, 1.519186], [1.136140, 1.280143, 1.441149], [-0.423730, -0.260395, 2.375014], [-1.074146, 0.283421, 3.419911], [-1.267086, -1.037102, 1.678574], [0.738886, -1.136336, 2.885031], [1.499870, -1.505270, 1.843257], [1.466500, -0.416064, 3.743748], [0.222686, -2.420358, 3.604502], [-0.797842, -2.114452, 4.408282], [1.248798, -2.862337, 4.360909], [-0.211990, -3.575980, 2.667415], [-1.338264, -3.925503, 2.682720], [0.756622, -4.177006, 1.953659], [-4.682922, 1.304834, 0.025895], [-5.689979, 0.996163, 1.454734], [-4.789679, -0.282338, 0.724592], [-3.935438, 1.171679, 2.909499], [-2.963232, 0.117190, 1.945468], [-2.298788, 2.651603, 2.524453], [-2.257438, 1.538965, -1.449679], [-2.520178, 0.179410, -0.375003], [-0.547160, 0.535432, -2.463189], [0.373483, 0.538614, -1.029191], [-2.713623, -1.520420, -1.808567], [-2.721465, -3.946870, -1.824919], [-0.615319, -5.207606, -1.497381], [1.515154, -3.954702, -1.225233], [1.508826, -1.479348, -1.154715], [0.739717, -3.804125, 1.058463], [3.960868, 2.927202, -2.410144], [2.761153, 2.126892, -2.792600], [1.682686, 2.821381, -2.526857], [0.548267, 2.441884, -2.684876], [2.097833, 4.171234, -1.932037], [1.342595, 5.022636, -1.555968], [3.416027, 4.200083, -1.879317], [4.755973, 2.216878, -1.400319], [5.988294, 2.026750, -1.874918], [6.879121, 1.474907, -1.302959], [6.047085, 2.634125, -3.282899], [6.995107, 2.642074, -4.007416], [4.845821, 3.145540, -3.557093]], "atomic_forces_ev_per_a": [[0.37, -0.60, 0.04], [-0.67, 0.22, -0.31], [-0.09, -0.52, 0.51], [-0.04, 0.26, -0.23], [-0.12, 0.60, -0.56], [0.01, 0.13, -0.11], [-0.45, -0.57, -0.32], [0.47, -0.49, 0.47], [-0.10, -0.03, 0.06], [0.42, 0.47, 0.07], [-0.50, 0.41, -0.07], [0.23, -0.17, 0.06], [-0.57, -0.05, -0.11], [-1.00, -0.89, 0.30], [1.55, 0.65, -0.24], [0.15, 0.16, 0.13], [-0.18, 0.10, 0.15], [-0.09, -0.23, -0.25], [-0.20, -0.14, 0.37], [0.06, 0.12, -0.19], [0.00, 0.07, -0.04], [0.71, -0.40, -0.08], [-0.11, 0.22, 0.13], [0.04, -0.01, 0.01], [0.00, -0.11, 0.03], [-0.93, -0.16, -0.04], [0.34, 0.48, 0.15], [-0.08, 0.23, -0.10], [-0.22, 0.35, -0.01], [-0.04, -0.17, -0.05], [-0.01, 0.03, 0.24], [0.15, 0.12, 0.04], [0.30, 0.04, 0.12], [-0.08, 0.26, -0.03], [0.09, -0.23, 0.18], [0.10, 0.19, -0.17], [0.24, 0.04, 0.04], [-0.10, 0.03, -0.05], [-0.10, -0.19, -0.01], [0.20, -0.18, 0.01], [0.09, 0.04, 0.02], [0.19, 0.03, 0.03], [0.11, -0.22, -0.32], [0.38, 0.08, -0.02], [-0.13, 0.19, 0.07], [-0.01, -0.42, -0.16], [-0.17, 0.18, 0.04], [0.26, 0.46, 0.27], [-0.08, -0.08, 0.00], [-0.26, -0.24, -0.14], [-0.05, 0.09, -0.22], [0.00, -0.20, 0.45], [-0.02, 0.02, -0.05], [0.02, 0.20, -0.48], [-0.02, -0.02, 0.06], [-0.05, -0.13, 0.29]]}


{"formula": "C16H32Cl16INO4", "method": "ωB97M-V with the def2-TZVPD basis set", "e_tot_ha": -8645.300704, "smiles": "CC[C@@H](I)[C@](N)(OC=O)OC[C@H](C)O.ClCCl.ClCCl.ClCCl.ClCCl.ClCCl.ClCCl.ClCCl.ClCCl", "homo_lumo_gap_ev": 9.61, "total_charge": 0, "elements": ["C", "C", "C", "I", "C", "N", "O", "C", "O", "O", "C", "C", "C", "O", "H", "H", "H", "H", "H", "H", "H", "H", "H", "H", "H", "H", "H", "H", "H", "H", "Cl", "C", "Cl", "H", "H", "Cl", "C", "Cl", "H", "H", "Cl", "C", "Cl", "H", "H", "Cl", "C", "Cl", "H", "H", "Cl", "C", "Cl", "H", "H", "Cl", "C", "Cl", "H", "H", "Cl", "C", "Cl", "H", "H", "Cl", "C", "Cl", "H", "H"], "positions_angstrom": [[5.990929, -0.384576, 3.282598], [4.864453, -0.620080, 2.262082], [3.521463, -0.993774, 2.893410], [2.776766, 0.626659, 4.062137], [2.496405, -1.580794, 1.870123], [2.606472, -3.012028, 1.951996], [2.837955, -1.235512, 0.497702], [2.526679, -0.045405, -0.023474], [2.368463, 0.960449, 0.574406], [1.185801, -1.154959, 2.037051], [0.469998, -1.829536, 3.086338], [-0.784059, -1.056132, 3.530118], [-0.992550, 0.298335, 2.876636], [-0.812091, -0.942345, 4.955353], [5.600875, -0.304181, 4.299229], [6.520414, 0.545947, 3.072731], [6.721163, -1.196599, 3.265627], [5.148308, -1.413464, 1.561702], [4.715166, 0.283873, 1.666579], [3.692434, -1.792932, 3.618313], [3.587356, -3.273932, 2.006101], [2.265200, -3.418325, 1.082446], [2.437137, -0.134370, -1.115094], [1.131463, -1.951901, 3.946577], [0.173449, -2.824893, 2.746882], [-1.644972, -1.684608, 3.287019], [-1.403935, 0.219324, 1.872237], [-1.734873, 0.834908, 3.475445], [-0.076863, 0.894884, 2.868231], [-0.029621, -0.442956, 5.233164], [-1.909948, 1.504883, -0.322003], [-0.332717, 1.087182, -0.986037], [-0.451748, 0.043365, -2.418711], [0.195863, 1.990086, -1.264993], [0.193904, 0.548827, -0.206781], [-1.727775, 3.359709, -4.786811], [-2.900022, 2.470533, -3.800118], [-4.540963, 3.094896, -4.006915], [-2.883092, 1.431915, -4.107325], [-2.622459, 2.575603, -2.759009], [4.419591, -5.993759, 0.897891], [3.558398, -6.024908, -0.645768], [1.817727, -5.779498, -0.446024], [3.942359, -5.224131, -1.266021], [3.719423, -6.991328, -1.107098], [-2.582848, -1.853599, 0.886870], [-3.296760, -2.173062, -0.699684], [-5.057597, -2.035351, -0.686686], [-2.899462, -1.440508, -1.393115], [-3.032286, -3.180611, -0.996567], [0.080021, 5.870422, -2.319048], [1.500757, 5.007058, -2.904055], [1.966048, 3.678826, -1.828884], [1.259976, 4.582939, -3.871751], [2.332509, 5.697330, -2.971997], [1.755777, -3.167658, 6.065391], [0.568503, -4.418691, 6.446435], [1.321352, -5.967727, 6.844370], [-0.008768, -4.085157, 7.299613], [-0.063191, -4.558422, 5.577566], [-7.651503, 4.891242, -4.488964], [-7.530575, 3.854249, -5.915182], [-9.007551, 2.927067, -6.208272], [-7.348727, 4.486106, -6.777150], [-6.718374, 3.153257, -5.763573], [-5.074961, 4.995271, -8.665854], [-4.326463, 5.385214, -7.108453], [-5.156561, 6.699975, -6.271543], [-4.366133, 4.503361, -6.479045], [-3.301084, 5.684042, -7.288330]], "atomic_forces_ev_per_a": [[-0.01, -0.07, 0.01], [-0.05, 0.29, 0.00], [0.24, -0.37, -0.21], [-0.03, 0.11, 0.06], [0.16, -0.14, 0.37], [0.31, 0.22, -0.42], [-0.24, -0.30, -0.17], [0.30, -0.87, -0.51], [-0.17, 1.29, 0.71], [-0.17, -0.19, -0.16], [0.06, -0.03, 0.06], [-0.06, 0.16, -0.08], [-0.06, 0.33, 0.25], [0.17, -0.10, -0.02], [0.04, -0.01, -0.06], [0.00, -0.09, 0.00], [-0.07, 0.05, 0.03], [-0.04, 0.04, 0.07], [0.00, -0.12, -0.04], [-0.12, 0.17, 0.09], [-0.11, -0.06, 0.12], [-0.17, -0.02, 0.17], [0.17, -0.06, -0.05], [-0.18, -0.01, -0.14], [0.18, 0.04, -0.03], [0.00, 0.08, 0.27], [0.31, -0.03, 0.07], [0.03, -0.07, -0.06], [-0.07, -0.09, -0.12], [-0.13, -0.08, -0.10], [-0.26, 0.22, -0.26], [0.04, -0.13, 0.30], [-0.02, -0.01, -0.02], [-0.11, -0.04, 0.00], [-0.10, 0.01, -0.10], [0.04, 0.00, -0.03], [0.02, -0.06, -0.02], [-0.02, 0.04, 0.07], [0.01, 0.02, -0.01], [-0.02, 0.03, 0.00], [0.01, 0.01, 0.02], [0.03, 0.04, -0.04], [-0.01, 0.01, 0.00], [0.00, 0.00, 0.00], [-0.03, -0.01, 0.02], [-0.10, -0.20, -0.15], [0.04, 0.04, -0.07], [0.00, 0.00, 0.01], [-0.01, 0.01, 0.01], [-0.01, -0.01, 0.02], [-0.02, 0.05, 0.04], [-0.06, -0.09, -0.13], [0.14, 0.06, 0.04], [0.01, 0.00, 0.00], [-0.01, 0.01, 0.05], [0.21, -0.05, 0.21], [-0.11, 0.03, -0.05], [0.01, 0.01, 0.00], [0.01, -0.01, 0.01], [0.01, 0.00, 0.00], [-0.05, -0.10, 0.07], [0.01, 0.06, -0.08], [-0.01, 0.00, 0.01], [-0.01, 0.00, 0.01], [-0.01, -0.01, 0.01], [-0.02, 0.00, 0.00], [0.07, -0.04, 0.08], [0.04, 0.02, -0.07], [0.00, 0.01, -0.01], [-0.01, 0.01, -0.02]]}


{"formula": "C39H36Br2Cl2CoN10O3", "method": "ωB97M-V with the def2-TZVPD basis set", "spin_multiplicity": 5, "e_tot_ha": -9732.129881, "homo_lumo_gap_ev": [6.80, 4.69], "s2": 6.04, "total_charge": 1, "elements": ["Co", "Br", "C", "C", "C", "Br", "C", "C", "C", "C", "N", "C", "C", "O", "H", "H", "H", "H", "Cl", "C", "C", "C", "C", "C", "Cl", "C", "N", "C", "C", "C", "C", "C", "C", "C", "C", "O", "O", "H", "H", "H", "H", "H", "H", "H", "H", "H", "H", "N", "C", "N", "C", "C", "C", "C", "C", "C", "H", "H", "H", "H", "H", "H", "C", "C", "C", "C", "N", "C", "N", "N", "N", "H", "H", "H", "H", "H", "H", "H", "H", "H", "H", "C", "C", "N", "C", "C", "N", "H", "H", "H", "H", "H", "H"], "positions_angstrom": [[1.261696, 0.263881, 0.723057], [6.012046, 0.037427, 2.336252], [5.219807, -1.079101, 1.091005], [5.871162, -2.206736, 0.632957], [5.264942, -3.046093, -0.288978], [6.228809, -4.517241, -0.895459], [3.924489, -2.824332, -0.765687], [3.238843, -3.666154, -1.654617], [1.937106, -3.374713, -1.974228], [1.334769, -2.244000, -1.417986], [1.975478, -1.416932, -0.616185], [3.242395, -1.701369, -0.292892], [3.896700, -0.741574, 0.620001], [3.309381, 0.295212, 0.961586], [6.861173, -2.437040, 0.999739], [3.730792, -4.537232, -2.064605], [1.370834, -4.014376, -2.635908], [0.294811, -2.020923, -1.618626], [-2.890235, -2.959894, 5.881457], [-3.556492, -1.947461, 4.640532], [-4.684929, -1.203614, 4.925259], [-5.239371, -0.394587, 3.946863], [-4.632328, -0.307915, 2.707310], [-3.485388, -1.038495, 2.444620], [-2.685294, -0.758420, 0.921335], [-2.931950, -1.917725, 3.384400], [-1.784929, -2.663507, 3.158719], [-1.533013, -3.508213, 2.065649], [-2.546623, -3.943897, 1.221431], [-2.250713, -4.728921, 0.116422], [-0.940691, -5.099970, -0.144279], [0.060984, -4.687743, 0.725163], [-0.212269, -3.904194, 1.836504], [0.893394, -3.403673, 2.726152], [0.961075, -1.879782, 2.786587], [1.299781, -1.333180, 3.824218], [0.604258, -1.292496, 1.692061], [-5.131595, -1.275670, 5.906862], [-6.132826, 0.176939, 4.155437], [-5.027830, 0.344359, 1.941149], [-1.215196, -2.818543, 3.976563], [-3.573813, -3.675823, 1.435243], [-3.050840, -5.063194, -0.531106], [-0.707351, -5.719314, -1.000753], [1.086752, -5.003771, 0.556502], [1.845279, -3.784255, 2.347493], [0.807945, -3.731703, 3.763949], [-1.889663, 2.887173, -0.392907], [-1.353082, 1.741670, 0.083128], [-0.059432, 1.684436, -0.095311], [0.296233, 2.885610, -0.709728], [1.542919, 3.359846, -1.113597], [1.587503, 4.606702, -1.696490], [0.421911, 5.370713, -1.889902], [-0.817956, 4.908417, -1.502256], [-0.849883, 3.650972, -0.904691], [-2.855334, 3.157020, -0.317613], [-1.948173, 0.969452, 0.549614], [2.432009, 2.752624, -1.002009], [2.538259, 5.009445, -2.017983], [0.501187, 6.343134, -2.356604], [-1.715932, 5.491308, -1.657364], [-0.583322, 3.509924, -5.748510], [-1.527077, 2.316979, -5.622308], [-2.409970, 2.451282, -4.382562], [-0.761696, 0.990686, -5.637527], [0.236014, 0.917721, -4.573230], [0.097968, 0.619338, -3.281890], [1.255486, 0.761414, -2.686171], [2.119961, 1.132730, -3.658801], [1.518987, 1.225768, -4.789481], [-1.151503, 4.429177, -5.892751], [0.095367, 3.397907, -6.595189], [0.023042, 3.627702, -4.847563], [-2.172787, 2.286164, -6.504403], [-1.800967, 2.600134, -3.485444], [-3.040484, 1.570763, -4.234899], [-3.066475, 3.316353, -4.478475], [-0.219544, 0.871632, -6.572998], [-1.441026, 0.147586, -5.513369], [-0.836001, 0.345386, -2.819979], [-0.817435, 0.906294, 3.718469], [0.344614, 1.771330, 3.384153], [1.207031, 1.604782, 2.403541], [2.128869, 2.633986, 2.503811], [1.821616, 3.417894, 3.563670], [0.684106, 2.862685, 4.106303], [-1.119588, 0.336099, 2.842739], [-1.658059, 1.499014, 4.083661], [-0.523883, 0.182478, 4.477323], [2.964024, 2.709617, 1.829814], [2.281517, 4.304282, 3.960351], [0.199633, 3.190283, 4.924275]], "atomic_forces_ev_per_a": [[-0.56, -0.10, 0.10], [0.03, 0.08, 0.04], [-0.16, 0.06, -0.13], [-0.09, -0.05, -0.06], [-0.05, 0.04, 0.01], [0.06, -0.10, -0.03], [0.15, -0.02, 0.07], [-0.01, -0.04, -0.02], [0.04, -0.01, -0.01], [-0.10, 0.04, 0.07], [0.12, 0.16, -0.07], [0.09, 0.14, 0.15], [0.06, -0.23, -0.14], [0.20, 0.16, 0.19], [0.01, 0.00, -0.03], [-0.01, 0.00, 0.01], [-0.02, 0.01, 0.01], [0.00, 0.03, -0.01], [0.01, 0.02, -0.03], [-0.06, -0.05, 0.02], [-0.02, 0.03, 0.01], [0.00, 0.02, 0.02], [0.02, 0.03, -0.06], [-0.11, -0.06, 0.13], [-0.68, -1.49, 0.33], [0.12, -0.11, -0.06], [0.04, 0.09, -0.02], [-0.10, 0.08, 0.01], [-0.07, -0.03, 0.00], [0.02, 0.02, 0.00], [-0.04, 0.04, 0.02], [0.04, -0.18, 0.11], [0.23, 0.07, -0.10], [-0.18, -0.14, -0.03], [-0.25, 0.27, 0.12], [0.19, 0.06, -0.03], [0.12, 0.01, -0.11], [0.01, 0.00, 0.00], [0.00, 0.00, 0.00], [-0.02, -0.02, -0.01], [-0.06, -0.05, 0.02], [-0.01, 0.03, -0.01], [-0.01, 0.01, 0.01], [0.01, -0.02, 0.02], [-0.04, 0.06, -0.03], [0.05, 0.06, 0.06], [-0.02, -0.21, -0.04], [0.17, 0.15, -0.05], [0.00, 0.36, -0.12], [0.20, -0.02, -0.15], [0.05, -0.06, 0.01], [-0.01, -0.04, 0.01], [-0.01, 0.05, -0.01], [0.03, -0.01, 0.00], [0.01, -0.04, -0.01], [-0.14, 0.10, 0.03], [0.01, -0.04, -0.02], [0.36, 0.80, -0.13], [0.01, 0.03, 0.02], [0.00, -0.01, -0.03], [0.01, 0.00, 0.00], [0.00, 0.02, 0.01], [-0.01, -0.01, -0.07], [0.02, 0.03, 0.07], [0.00, -0.03, -0.03], [0.02, 0.16, 0.06], [-0.06, -0.17, -0.28], [-0.10, 0.18, 0.19], [0.18, -0.19, -0.12], [-0.09, -0.06, 0.00], [0.07, 0.10, 0.10], [-0.01, 0.00, 0.03], [0.00, 0.00, 0.01], [0.00, 0.01, 0.01], [-0.01, -0.03, -0.01], [-0.01, 0.01, -0.02], [-0.01, 0.01, -0.01], [0.02, 0.02, 0.02], [0.03, -0.03, 0.01], [0.01, -0.02, -0.01], [0.02, -0.03, 0.01], [0.03, 0.02, -0.03], [0.05, -0.08, -0.03], [0.25, 0.27, -0.09], [-0.03, -0.21, 0.06], [-0.08, 0.03, -0.02], [0.00, 0.05, 0.05], [0.05, 0.04, 0.02], [-0.01, -0.01, -0.03], [0.01, -0.03, 0.06], [-0.02, 0.03, -0.02], [0.01, -0.01, 0.03], [0.00, -0.03, -0.02]]}